Version a
A gas-phase ion, C5H9FN (charge +1), computed with ωB97M-V with the def2-TZVPD basis set.

```
16
Properties=species:S:1:pos:R:3:mulliken_charge:R:1
C -0.29 0.32 0.71 0.072
H 1.24 0.47 -2.30 0.404
N -0.48 1.77 0.06 0.375
F -1.37 2.55 0.55 -0.135
H -0.89 -1.31 1.99 0.361
H -1.66 -1.36 0.32 0.399
C -1.36 -0.82 1.20 -1.131
H 0.91 -1.34 -0.24 0.398
H -0.46 -0.77 -1.12 0.330
C 0.38 -0.37 -0.48 -0.752
C 0.15 1.83 -1.01 -0.093
H 2.08 1.14 -0.96 0.312
H 0.07 2.78 -1.74 0.384
H -2.28 -0.34 1.61 0.364
C 1.07 0.76 -1.31 -0.607
H 0.31 0.57 1.57 0.319
```

Properties
LUMO level	-4.52	eV
multiplicity	1
charge	+1
E_HOMO	-16.03	eV
structure (SMILES)	C[C@H]1CCC=[N+]1F

---

Version b
A gas-phase ion, C5H9FN (charge +1), computed with ωB97M-V with the def2-TZVPD basis set.

```
16
Properties=species:S:1:pos:R:3:mulliken_charge:R:1
C 1.39 0.18 -0.51 0.227
N -0.79 0.32 0.10 0.153
H 1.67 -1.75 0.56 0.337
H 0.75 -1.75 -1.14 0.323
C -2.05 0.66 0.31 -0.046
H -2.53 1.54 -0.07 0.290
H -0.18 1.53 -1.59 0.383
H 0.49 1.99 -0.02 0.342
H -1.17 -1.69 0.66 0.377
C 0.94 -1.17 -0.16 -0.617
H -0.01 -0.94 1.72 0.281
C 0.21 1.08 -0.55 -0.765
C -0.26 -0.92 0.61 -0.634
H 2.20 0.27 -1.25 0.397
F 2.14 0.58 0.57 -0.310
H -2.82 0.07 0.76 0.262
```

Properties
LUMO level	-5.66	eV
multiplicity	1
charge	+1
E_HOMO	-15.90	eV
structure (SMILES)	C=[N+]1CC[C@H](F)C1

---

Version c
A gas-phase ion, C5H9FN (charge +1), computed with ωB97M-V with the def2-TZVPD basis set.

```
16
Properties=species:S:1:pos:R:3:mulliken_charge:R:1
C 0.85 -1.24 0.16 -0.476
H -0.44 -1.16 -1.46 0.357
H 1.66 -1.83 -0.31 0.351
F 2.87 0.15 -0.10 -0.174
H -0.92 1.74 -1.00 0.294
C -1.30 0.00 0.32 -0.663
C -0.60 1.36 0.09 -0.321
H -0.87 2.25 0.84 0.354
C 0.81 1.39 -0.02 -0.152
H -2.38 -0.04 -0.05 0.340
H 1.23 2.28 -0.41 0.441
H -1.37 -0.36 1.38 0.317
N 1.47 0.11 -0.03 0.325
H 0.73 -1.59 1.13 0.313
H -1.19 -1.94 -0.11 0.322
C -0.53 -1.13 -0.42 -0.629
```

Properties
LUMO level	-5.70	eV
multiplicity	1
charge	+1
E_HOMO	-16.02	eV
structure (SMILES)	F[N+]1=CCCCC1

---

Most stable one: version b, least stable one: version c.

---

Version a
CH4N2O3S in the gas phase, computed with ωB97M-V with the def2-TZVPD basis set.

```
11
Properties=species:S:1:pos:R:3:mulliken_charge:R:1
O 0.93 -0.49 -1.60 -0.548
H -1.68 1.93 0.00 0.265
O 0.34 1.95 0.08 -0.352
O 2.01 -0.60 0.54 -0.577
C -0.87 1.42 -0.37 -0.094
H -0.65 -1.16 1.14 0.354
H 0.25 -2.44 0.81 0.306
S 0.82 -0.53 -0.21 1.105
N -0.11 0.68 0.52 -0.168
H -0.80 0.94 -1.32 0.274
N -0.24 -1.70 0.40 -0.565
```

Properties
LUMO level	0.58	eV
multiplicity	1
charge	0
E_HOMO	-10.93	eV
structure (SMILES)	NS(=O)(=O)N1CO1

---

Version b
CH4N2O3S in the gas phase, computed with ωB97M-V with the def2-TZVPD basis set.

```
11
Properties=species:S:1:pos:R:3:mulliken_charge:R:1
C -0.05 0.55 -0.63 0.166
O 0.93 0.64 1.87 -0.596
H -1.44 0.37 -2.19 0.205
S 0.75 -0.74 1.67 1.150
N -0.73 0.88 -1.68 -0.336
H -1.09 -1.28 -0.12 0.306
H -0.56 1.71 -2.23 0.218
O 1.92 -1.37 1.09 -0.587
H 0.58 1.26 -0.35 0.429
O -0.04 -1.53 2.51 -0.536
N -0.27 -0.48 0.06 -0.421
```

Properties
LUMO level	0.05	eV
multiplicity	1
charge	0
E_HOMO	-9.78	eV

---

Most stable one: version b, least stable one: version a.

---

Version a
3 unconnected molecules or ions with the total composition C4H15NO2S, computed with ωB97M-V with the def2-TZVPD basis set.

```
23
Properties=species:S:1:pos:R:3:mulliken_charge:R:1
H -2.65 -6.12 -1.68 0.282
S -0.73 -0.39 1.81 -0.218
H -1.17 -5.25 -4.37 0.265
O -0.86 -4.82 -3.67 -0.598
H 1.33 0.22 2.98 0.427
O -2.31 -5.46 -1.10 -0.642
H 0.17 2.52 3.13 0.336
H 1.56 0.43 1.48 0.399
C 0.59 2.18 2.18 -0.267
H 1.16 0.98 -0.38 0.203
H 1.68 3.61 -0.03 0.324
H -1.08 2.29 0.59 0.311
C -0.06 2.84 0.94 -0.548
N 1.45 1.73 -0.90 -0.576
C 0.79 0.67 2.16 -0.968
H 1.08 1.50 -1.86 0.262
H 1.61 2.62 2.02 0.220
H -1.21 -0.74 3.04 0.127
H 0.19 3.44 -1.09 0.306
H -0.26 -4.16 -4.02 0.312
C 0.85 2.96 -0.36 -0.607
H -1.80 -4.98 -1.88 0.381
H -0.34 3.95 1.02 0.269
```

Properties
LUMO level	0.50	eV
multiplicity	1
charge	0
E_HOMO	-9.08	eV
structure (SMILES)	NCCCCS.O.O

---

Version b
3 unconnected molecules or ions with the total composition C4H15NO2S, computed with ωB97M-V with the def2-TZVPD basis set.

```
23
Properties=species:S:1:pos:R:3:mulliken_charge:R:1
H -0.13 -1.06 2.65 0.318
C 1.87 1.86 0.31 -0.709
H -2.78 -1.69 -1.21 0.271
O 0.49 -2.54 -3.53 -0.637
H 0.45 -0.02 -1.19 0.250
C -0.14 0.44 -0.40 -0.162
H 1.85 2.26 2.30 0.245
N 2.25 1.58 1.68 -0.553
O -0.20 -2.02 2.56 -0.653
H 2.25 2.84 0.05 0.344
C 0.34 1.85 -0.08 -0.507
H -3.66 -0.50 -0.25 0.268
H -2.24 -1.47 0.41 0.195
H -0.11 -0.30 0.42 -0.056
C -2.68 -0.92 -0.46 -0.687
H -0.31 2.38 0.67 0.315
S -1.91 0.65 -0.96 -0.102
H 0.18 2.57 -0.92 0.354
H 0.26 -2.52 3.24 0.309
H 2.33 1.06 -0.28 0.347
H -0.05 -1.88 -3.09 0.326
H -0.07 -3.21 -3.92 0.316
H 1.98 0.66 2.00 0.205
```

Properties
LUMO level	0.54	eV
multiplicity	1
charge	0
E_HOMO	-8.60	eV
structure (SMILES)	CSCCCN.O.O

---

Most stable one: version b, least stable one: version a.

---

Version a
3 unconnected molecules or ions with the total composition C4H15NO2S, computed with ωB97M-V with the def2-TZVPD basis set.

```
23
Properties=species:S:1:pos:R:3:mulliken_charge:R:1
H -2.55 0.26 1.61 0.314
H 1.13 -2.17 -0.96 0.316
C 0.43 2.66 -0.56 -0.754
H 1.85 -0.95 1.87 0.226
H 1.72 -2.55 1.57 0.242
C 0.13 -1.38 0.71 -0.552
H -1.84 -0.45 -1.00 0.232
H 1.46 2.95 -0.14 0.277
C 0.64 -1.18 -0.72 -0.275
H -1.74 1.34 0.88 0.297
H 1.88 0.39 0.05 0.234
N 1.18 -1.69 1.76 -0.584
O -2.89 -0.41 -0.92 -0.645
H -0.55 -2.29 0.65 0.290
H -0.10 3.55 -1.04 0.273
C 1.47 0.02 -0.93 -0.753
H 2.49 -0.09 -1.32 0.418
H -0.06 2.31 0.38 0.224
O -1.87 0.89 1.65 -0.623
S 0.81 1.41 -1.81 -0.095
H -3.01 -1.18 -1.40 0.339
H -0.25 -1.09 -1.41 0.269
H -0.35 -0.36 1.09 0.330
```

Properties
LUMO level	0.68	eV
multiplicity	1
charge	0
E_HOMO	-8.70	eV
structure (SMILES)	CSCCCN.O.O

---

Version b
A molecular structure, C4H15NO2S, computed with ωB97M-V with the def2-TZVPD basis set.

```
23
Properties=species:S:1:pos:R:3:mulliken_charge:R:1
C -0.80 -0.88 -1.95 -0.489
O 3.64 1.20 1.15 -0.661
H 0.85 1.68 -0.52 0.375
C -0.32 0.46 -1.92 -0.287
H -0.42 1.21 -2.68 0.390
H -1.85 0.28 1.97 0.218
H 4.55 1.09 0.83 0.298
H 3.06 0.78 0.50 0.384
S -2.81 0.59 -0.24 -0.578
O -2.03 -0.12 2.83 -0.628
H -0.86 -1.37 -2.92 0.279
N 1.41 -0.30 -0.21 -0.385
H 0.01 -1.43 0.88 0.346
H -4.03 0.87 -0.71 0.085
H -0.38 0.50 0.09 -0.621
H -1.57 0.09 -1.70 0.113
H 1.59 -0.95 -0.96 0.247
C 0.38 0.71 -0.63 0.608
H -1.08 -1.47 -1.08 0.272
H 1.71 -1.74 1.35 0.356
H 0.85 -0.25 1.82 0.337
H -2.94 0.04 3.06 0.286
C 1.01 -0.98 1.03 -0.944
```

Properties
LUMO level	-1.28	eV
multiplicity	1
charge	0
E_HOMO	-8.11	eV

---

Most stable one: version a, least stable one: version b.

---

Version a
2 unconnected molecules or ions with the total composition C7H14N2, computed with ωB97M-V with the def2-TZVPD basis set.

```
23
Properties=species:S:1:pos:R:3:mulliken_spin:R:1
H -1.04 -0.14 -0.99 0.262
H 0.89 0.49 3.31 -0.055
C 1.68 0.29 2.64 0.443
N -0.05 -0.90 1.18 0.108
H -0.86 -2.41 -0.12 -0.449
C -0.01 -1.97 0.38 1.525
C 2.09 -1.83 1.23 2.086
H -0.79 2.42 -2.80 -0.018
H -1.05 0.80 -3.37 -0.021
H 1.58 -3.52 0.18 -0.687
H 2.66 0.25 3.07 -0.131
H 1.69 1.37 2.11 -0.066
N 1.24 -2.64 0.50 -0.584
H 0.62 0.92 -2.65 -0.105
C 1.30 -0.77 1.72 -0.657
H 2.99 -2.14 1.60 -0.452
H -3.23 0.65 -0.94 -0.030
H -2.56 2.14 -0.12 -0.041
C -0.46 1.31 -2.54 0.237
H -2.77 2.07 -1.84 0.010
C -1.06 0.92 -1.18 -0.609
C -2.50 1.49 -0.97 0.084
H -0.39 1.21 -0.40 0.151
```

Properties
LUMO level (alpha / beta)	3.62 / 3.51	eV
multiplicity	2
charge	-1
E_HOMO (alpha / beta)	1.13 / -4.75	eV

---

Version b
2 unconnected molecules or ions with the total composition C7H14N2, computed with ωB97M-V with the def2-TZVPD basis set.

```
23
Properties=species:S:1:pos:R:3:mulliken_spin:R:1
H 3.02 0.56 1.07 0.029
H 0.28 -0.44 -3.42 0.045
H -0.47 3.24 2.46 -0.589
C 0.07 -1.11 -1.37 -0.337
H 2.93 -0.65 2.29 -0.060
C -0.08 0.06 2.36 1.757
H -2.56 0.16 -3.38 -0.068
C 1.06 0.50 1.71 -0.440
H -0.38 -0.94 2.51 -0.593
N -0.83 1.18 2.77 -0.199
C 2.33 -0.25 1.39 0.448
H -2.07 -1.46 -3.58 -0.024
H 0.22 -0.67 -0.45 0.432
C -1.87 -0.62 -2.92 0.217
C -0.11 2.28 2.38 1.182
H -1.52 1.18 3.51 -0.604
H -0.75 -2.01 -1.39 -0.040
C -0.46 -0.26 -2.52 0.091
H -2.50 -0.76 -2.09 -0.065
H 2.22 -1.08 0.65 -0.146
N 0.99 1.99 1.78 0.182
H -0.42 0.81 -2.32 -0.100
H 0.91 -1.73 -1.45 -0.120
```

Properties
LUMO level (alpha / beta)	3.63 / 3.51	eV
multiplicity	2
charge	-1
E_HOMO (alpha / beta)	1.21 / -5.07	eV

---

Most stable one: version a, least stable one: version b.

---

Version a
C2H2ClP in the gas phase, computed with ωB97M-V with the def2-TZVPD basis set.

```
6
Properties=species:S:1:pos:R:3:mulliken_charge:R:1
H -0.20 -1.86 0.54 0.313
H -1.17 1.06 0.85 0.382
C -0.35 0.48 0.61 -0.343
Cl 0.48 0.64 -2.10 -0.206
P 1.22 0.45 -0.30 0.055
C 0.02 -0.76 0.40 -0.200
```

Properties
LUMO level	1.19	eV
multiplicity	1
charge	0
E_HOMO	-9.64	eV
structure (SMILES)	ClP1=CC=1

---

Version b
C2H2ClP in the gas phase, computed with ωB97M-V with the def2-TZVPD basis set.

```
6
Properties=species:S:1:pos:R:3:mulliken_charge:R:1
H -0.20 -1.25 -0.28 0.441
C -1.05 0.44 0.68 -0.472
P 1.62 0.20 0.07 0.155
C -0.17 -0.42 0.30 -0.423
H -1.61 1.17 1.09 0.468
Cl 1.43 -0.14 -1.87 -0.168
```

Properties
LUMO level (alpha / beta)	-1.02 / -0.26	eV
multiplicity	1
charge	0
E_HOMO (alpha / beta)	-7.87 / -8.10	eV

---

Version c
C2H2ClP in the gas phase, computed with ωB97M-V with the def2-TZVPD basis set.

```
6
Properties=species:S:1:pos:R:3:mulliken_charge:R:1
H 1.06 0.49 -0.95 0.332
H 1.25 0.17 0.87 0.247
Cl -2.07 1.04 0.01 -0.126
P -0.11 -1.57 0.01 -0.065
C 0.78 -0.02 -0.08 -0.568
C -0.91 -0.11 0.16 0.180
```

Properties
LUMO level	-0.04	eV
multiplicity	1
charge	0
E_HOMO	-8.80	eV
structure (SMILES)	ClC1=PC1

---

Most stable one: version a, least stable one: version b.